Entry 1:
Entry from the Open Molecules 2025 dataset: a cluster of 2 separate species, C3H10NO in total (ωB97M-V with the def2-TZVPD basis set).

Each line ends with the Mulliken charge.
Geometry (Å):
1 O -1.418 1.764 -0.432  -0.402
2 C -2.513 0.943 -0.161  -0.326
3 C -2.007 -0.601 -0.208  -0.232
4 N -0.792 -0.633 0.319  -0.205
5 C 3.718 -0.273 0.239  -0.952
6 H -0.625 1.324 -0.110  0.396
7 H -3.212 1.133 -0.947  0.356
8 H -2.867 1.102 0.855  0.294
9 H -2.731 -1.322 0.157  0.458
10 H -1.843 -0.706 -1.310  0.329
11 H -0.600 -1.565 0.716  0.332
12 H 4.190 -1.219 0.493  0.263
13 H 3.408 -0.328 -0.802  0.234
14 H 2.847 -0.087 0.847  0.176
15 H 4.445 0.468 0.344  0.280

Cartesian forces (eV/Å) of the 2 atoms listed first:
O -0.95 -0.86 -0.13
C 1.89 1.62 -1.08

Calculated values
* E_LUMO: -9.381 eV
* calculated total energy: -6798.550 eV
* net charge: +1
* largest force on an atom: 2.71 eV/Å
* HOMO energy: -15.87 eV
* orbital gap: 6.5 eV
* energy relative to the best compared isomer or geometry (same formula, charge and spin): 555.9 kJ/mol

***

Entry 2:
Entry from the Open Molecules 2025 dataset: a structure of composition C7H5AuCl3GeNO4 (ωB97M-V with the def2-TZVPD basis set).

Each line ends with the Mulliken spin population.
Geometry (Å):
1 Au -0.604 -1.047 -2.031  0.497
2 O 3.011 -2.382 0.144  0.001
3 C 1.977 -1.792 -0.407  -0.006
4 O 1.471 -2.144 -1.453  -0.004
5 C 1.484 -0.611 0.376  0.013
6 C 2.075 -0.189 1.559  0.002
7 C 1.540 0.924 2.185  -0.001
8 C 0.473 1.590 1.603  0.003
9 C -0.039 1.119 0.399  -0.011
10 N 0.458 0.025 -0.169  0.012
11 C -1.109 1.836 -0.401  0.003
12 O -1.800 2.790 0.182  0.001
13 O -1.258 1.610 -1.576  0.024
14 H 3.315 -3.130 -0.392  0.000
15 H 2.923 -0.722 1.962  0.001
16 H 1.966 1.282 3.113  0.000
17 H 0.082 2.478 2.082  0.000
18 H -1.653 2.884 1.129  0.000
19 Cl -3.725 -3.068 -2.561  0.089
20 Ge -3.031 -1.104 -2.128  0.240
21 Cl -3.894 0.263 -3.480  0.073
22 Cl -3.661 -0.616 -0.134  0.061

Cartesian forces (eV/Å) of the 2 atoms listed first:
Au -0.12 0.00 0.22
O 0.11 0.07 0.24

Calculated values
* E_LUMO (spin up / spin down): -4.505 / -6.912 eV
* spin multiplicity: 2
* calculated total energy: -114792.328 eV
* net charge: +1
* largest force on an atom: 0.64 eV/Å
* HOMO energy (spin up / spin down): -12.95 / -14.28 eV
* orbital gap (spin up / spin down): 8.4 / 7.4 eV
* energy relative to the best compared isomer or geometry (same formula, charge and spin): 5.1 kJ/mol

***

Entry 3:
Entry from the Open Molecules 2025 dataset: a structure of composition C51H54BN11OPS2Sr (ωB97M-V with the def2-TZVPD basis set).

Each line ends with the Mulliken spin population.
Geometry (Å):
1 Sr -0.050 -0.194 -0.365  0.002
2 C 0.173 2.047 3.458  0.029
3 N 1.075 1.055 2.867  -0.013
4 C 1.141 -0.167 3.660  -0.001
5 C 0.965 -1.447 2.848  0.012
6 N -0.420 -1.676 2.392  -0.010
7 C -0.526 -2.893 1.583  0.020
8 C -1.361 -1.730 3.474  0.107
9 C -1.226 -2.661 4.493  -0.071
10 C -2.135 -2.712 5.542  0.138
11 C -3.207 -1.824 5.588  -0.065
12 C -3.360 -0.894 4.583  0.112
13 C -2.450 -0.832 3.507  -0.010
14 S -2.703 0.309 2.253  0.684
15 C 2.316 1.708 2.543  0.000
16 C 3.364 1.764 3.460  0.001
17 C 4.515 2.492 3.205  0.000
18 C 4.613 3.212 2.024  0.001
19 C 3.578 3.167 1.106  0.000
20 C 2.424 2.406 1.325  0.001
21 S 1.221 2.358 0.038  0.001
22 H 0.441 2.262 4.503  0.004
23 H -0.860 1.702 3.428  -0.009
24 H 0.235 2.974 2.892  0.003
25 H 0.364 -0.121 4.427  0.000
26 H 2.090 -0.264 4.193  0.001
27 H 1.331 -2.289 3.455  0.002
28 H 1.590 -1.393 1.954  -0.001
29 H -0.434 -3.815 2.171  0.003
30 H 0.267 -2.898 0.833  -0.001
31 H -1.500 -2.904 1.090  -0.010
32 H -0.393 -3.354 4.477  0.001
33 H -2.002 -3.447 6.326  0.007
34 H -3.913 -1.861 6.407  -0.001
35 H -4.183 -0.192 4.598  0.000
36 H 3.278 1.252 4.411  0.000
37 H 5.314 2.518 3.936  0.000
38 H 5.499 3.799 1.813  0.000
39 H 3.656 3.705 0.170  0.000
40 C -0.807 -4.401 -1.203  0.000
41 C 0.418 -3.689 -1.686  0.000
42 C 1.568 -4.287 -2.217  0.000
43 C 2.363 -3.234 -2.602  0.000
44 N 1.710 -2.089 -2.325  0.000
45 N 0.524 -2.360 -1.725  0.000
46 B 2.379 -0.704 -2.581  0.000
47 N 3.145 -0.319 -1.297  0.000
48 C 4.248 0.454 -1.199  0.000
49 C 4.823 0.219 0.022  0.000
50 C 3.982 -0.722 0.643  0.000
51 C 4.190 -1.409 1.956  0.000
52 N 2.958 -1.028 -0.146  0.000
53 N 1.442 0.456 -3.038  0.000
54 C 1.872 1.435 -3.856  0.000
55 C 0.873 2.365 -3.984  0.000
56 C -0.168 1.889 -3.179  0.000
57 C -1.475 2.571 -2.960  0.001
58 N 0.179 0.731 -2.606  0.000
59 N 3.319 -0.945 -3.787  0.000
60 C 2.877 -1.269 -5.024  0.000
61 C 3.973 -1.421 -5.835  0.000
62 C 5.075 -1.162 -4.989  0.000
63 C 6.531 -1.165 -5.339  0.000
64 N 4.670 -0.877 -3.762  0.000
65 H -1.183 -5.058 -1.989  0.000
66 H -1.608 -3.715 -0.932  0.000
67 H -0.582 -5.026 -0.336  0.000
68 H 1.775 -5.340 -2.314  0.000
69 H 3.347 -3.231 -3.039  0.000
70 H 4.555 1.093 -2.008  0.000
71 H 5.718 0.664 0.427  0.000
72 H 5.233 -1.716 2.047  0.000
73 H 3.569 -2.302 2.017  0.000
74 H 3.963 -0.755 2.801  0.000
75 H 2.857 1.414 -4.293  0.000
76 H 0.892 3.272 -4.564  0.000
77 H -1.910 2.855 -3.919  0.000
78 H -1.336 3.477 -2.368  0.000
79 H -2.173 1.935 -2.429  -0.002
80 H 1.821 -1.369 -5.228  0.000
81 H 3.990 -1.683 -6.880  0.000
82 H 6.682 -1.583 -6.333  0.000
83 H 7.101 -1.756 -4.622  0.000
84 H 6.935 -0.152 -5.327  0.000
85 O -1.279 2.824 0.628  0.001
86 N -2.140 2.084 -0.138  0.014
87 C -3.349 2.437 0.041  -0.018
88 C -4.513 1.858 -0.663  -0.013
89 C -5.677 2.634 -0.620  0.010
90 C -6.831 2.251 -1.276  0.001
91 C -6.852 1.059 -1.989  -0.001
92 C -5.717 0.269 -2.020  -0.003
93 C -4.542 0.648 -1.367  -0.009
94 P -3.116 -0.512 -1.408  0.026
95 C -3.966 -2.082 -0.915  0.010
96 C -4.298 -3.123 -1.779  -0.003
97 C -4.924 -4.267 -1.299  -0.001
98 C -5.231 -4.390 0.047  0.002
99 C -4.921 -3.352 0.917  0.016
100 C -4.296 -2.212 0.435  -0.002
101 C -2.865 -0.751 -3.215  0.005
102 C -3.325 0.141 -4.181  0.000
103 C -2.964 -0.011 -5.513  0.000
104 C -2.140 -1.057 -5.902  0.001
105 C -1.680 -1.957 -4.951  0.000
106 C -2.038 -1.799 -3.622  0.001
107 H -0.377 2.460 0.424  -0.001
108 H -3.560 3.251 0.733  -0.006
109 H -5.659 3.563 -0.062  0.000
110 H -7.711 2.881 -1.233  0.000
111 H -7.747 0.742 -2.509  0.000
112 H -5.741 -0.674 -2.553  0.000
113 H -4.069 -3.050 -2.834  0.000
114 H -5.174 -5.067 -1.986  0.000
115 H -5.716 -5.284 0.418  0.000
116 H -5.163 -3.428 1.970  -0.001
117 H -4.071 -1.398 1.115  0.037
118 H -3.959 0.970 -3.898  0.000
119 H -3.326 0.697 -6.248  0.000
120 H -1.852 -1.167 -6.940  0.000
121 H -1.032 -2.776 -5.238  0.000
122 H -1.648 -2.488 -2.886  0.001

Cartesian forces (eV/Å) of the 2 atoms listed first:
Sr -0.18 -0.24 1.47
C 0.01 0.03 0.05

Calculated values
* E_LUMO (spin up / spin down): 0.258 / -2.424 eV
* spin multiplicity: 2
* calculated total energy: -104676.877 eV
* net charge: 0
* largest force on an atom: 2.99 eV/Å
* HOMO energy (spin up / spin down): -6.81 / -6.81 eV
* orbital gap (spin up / spin down): 7.1 / 4.4 eV
* energy relative to the best compared isomer or geometry (same formula, charge and spin): 125.7 kJ/mol

***

Entry 4:
Entry from the Open Molecules 2025 dataset: a structure of composition C14H15N5O6PdS2 (ωB97M-V with the def2-TZVPD basis set).

Each line ends with the Mulliken charge.
Geometry (Å):
1 Pd -0.737 -1.473 1.161  0.397
2 N -2.803 -2.267 0.834  -0.315
3 C -3.481 -2.092 -0.464  -0.629
4 C -3.416 -0.640 -0.925  -0.523
5 C -2.047 -0.273 -1.493  0.395
6 O -2.006 0.510 -2.454  -0.787
7 O -1.055 -0.856 -0.948  -0.431
8 H -2.673 -3.240 1.080  0.307
9 H -3.296 -1.799 1.584  0.331
10 H -4.521 -2.419 -0.395  0.377
11 H -2.974 -2.726 -1.191  0.322
12 H -3.606 0.018 -0.071  0.211
13 H -4.162 -0.435 -1.690  0.331
14 C 2.615 3.176 -3.588  -1.465
15 C 2.446 2.489 -2.255  1.128
16 C 1.186 2.093 -1.813  -0.943
17 C 1.036 1.445 -0.596  -0.369
18 C 2.156 1.163 0.178  -0.017
19 C 3.421 1.551 -0.248  -0.485
20 C 3.557 2.222 -1.456  -0.530
21 S 1.942 0.250 1.693  1.185
22 O 1.028 1.001 2.509  -0.687
23 O 3.285 0.050 2.188  -0.803
24 N 1.284 -1.125 1.285  0.052
25 C 2.103 -2.080 0.546  -0.149
26 C 1.289 -3.271 0.102  0.188
27 O 1.874 -4.217 -0.405  -0.735
28 O 0.002 -3.205 0.288  -0.378
29 H 1.647 3.460 -4.003  0.342
30 H 3.108 2.514 -4.307  0.288
31 H 3.229 4.076 -3.494  0.360
32 H 0.304 2.252 -2.425  0.323
33 H 0.056 1.139 -0.256  0.335
34 H 4.277 1.316 0.372  0.465
35 H 4.542 2.532 -1.791  0.334
36 H 2.925 -2.458 1.150  0.332
37 H 2.539 -1.643 -0.360  0.326
38 S -0.999 -2.544 3.169  -0.577
39 N -4.325 1.598 5.379  -0.621
40 C -3.436 1.483 4.639  0.468
41 N -2.389 1.436 3.849  -0.642
42 C -2.104 0.766 2.813  0.525
43 N -1.821 0.226 1.808  -0.238

Cartesian forces (eV/Å) of the 2 atoms listed first:
Pd -0.88 -1.63 -1.18
N 0.71 0.41 -0.12

Calculated values
* E_LUMO (spin up / spin down): 4.163 / 4.162 eV
* calculated total energy: -59647.919 eV
* net charge: -2
* largest force on an atom: 2.19 eV/Å
* HOMO energy (spin up / spin down): -1.99 / -1.99 eV
* orbital gap (spin up / spin down): 6.1 / 6.1 eV
* energy relative to the best compared isomer or geometry (same formula, charge and spin): 0.0 kJ/mol